A molecular structure, C33H12F21GeMnN4O5S3. Source: the OMol25 dataset; level of theory: ωB97M-V/def2-TZVPD.

Geometry as XYZ:
```
80
Properties=species:S:1:pos:R:3:forces:R:3
Mn 1.42237 -0.13414 0.45439 -0.2225 -0.0013 0.2591
C 6.21393 0.18425 -2.58286 -0.0038 0.0070 -0.0445
C 6.69209 0.11424 -1.28048 0.0219 -0.0057 0.0042
C 5.82543 0.09426 -0.20279 -0.0226 0.0094 -0.0217
C 4.44093 0.14785 -0.41654 0.0990 0.0304 -0.0402
C 3.96223 0.21510 -1.73091 0.0270 -0.0056 0.0258
C 4.84219 0.23218 -2.79797 0.0219 -0.0032 0.0008
N 3.51617 0.12577 0.62442 0.0138 -0.1868 -0.0841
N 4.03730 -0.01382 1.82818 0.1047 0.1083 -0.1080
C 3.13723 -0.05855 2.83854 -0.0611 0.1400 0.0602
C 3.62120 -0.28495 4.14681 -0.0654 0.0296 -0.0036
C 2.73817 -0.30173 5.19055 0.0131 0.0079 -0.0651
C 1.37306 -0.08536 4.94441 -0.0330 0.0136 0.0360
C 0.96798 0.11184 3.64650 -0.0458 0.0215 -0.0135
N 1.81460 0.12766 2.60710 0.1773 -0.3861 0.0258
H 6.90130 0.19661 -3.41893 -0.0030 -0.0037 -0.0051
H 7.75942 0.06806 -1.09980 0.0056 0.0015 -0.0060
H 6.19668 0.02732 0.80819 -0.0173 0.0026 0.0150
H 2.89749 0.24397 -1.92214 -0.0193 0.0062 0.0312
H 4.44839 0.27852 -3.80549 0.0070 0.0008 -0.0092
H 4.67983 -0.45716 4.27406 0.0111 0.0045 -0.0023
H 3.08923 -0.48830 6.19756 -0.0001 0.0036 0.0117
H 0.64525 -0.09008 5.74269 -0.0048 -0.0048 0.0040
H -0.07533 0.25926 3.39121 -0.0032 -0.0197 0.0270
F -2.97464 -2.21649 -0.95312 -0.0604 -0.0387 -0.0371
C -2.58063 -1.61365 -2.07892 0.0290 0.0056 0.0247
C -2.41181 -0.23875 -2.08803 -0.0662 0.0280 -0.0541
C -1.99758 0.32622 -3.27758 0.0161 -0.0077 0.0102
F -1.78772 1.65073 -3.36360 -0.0054 0.0037 -0.0395
C -1.77216 -0.42542 -4.41861 0.0002 -0.0504 0.0603
F -1.37608 0.15640 -5.55498 0.0043 -0.0054 -0.0166
C -1.95824 -1.79636 -4.37374 -0.0117 0.0871 0.1154
F -1.74796 -2.53387 -5.46255 0.0089 -0.0210 -0.0415
C -2.36680 -2.40029 -3.19500 0.0266 0.0438 -0.0014
F -2.55278 -3.71887 -3.15575 -0.0026 -0.0085 -0.0162
Ge -2.54111 0.70695 -0.36650 0.1178 0.0136 -0.2585
S -1.00130 -0.10863 0.86023 -0.0014 0.2379 0.4789
C -2.71224 2.65644 -0.73276 -0.0364 -0.0698 -0.0881
C -1.90265 3.66681 -0.25597 -0.0819 0.0099 0.0369
F -0.88248 3.39240 0.55757 0.0125 0.0313 0.0992
C -2.11094 5.00235 -0.56751 -0.0359 -0.0415 -0.0383
F -1.30544 5.94890 -0.07869 0.0095 0.0164 0.0041
C -3.16845 5.35576 -1.38556 0.0030 -0.1339 0.0258
F -3.38211 6.63415 -1.69075 -0.0059 0.0274 -0.0094
C -4.00927 4.37113 -1.88063 0.0897 -0.0004 0.0667
F -5.03107 4.70244 -2.67264 -0.0243 0.0195 -0.0201
C -3.76292 3.05414 -1.54325 0.0319 -0.0425 -0.0515
F -4.58101 2.11997 -2.05640 -0.0367 0.0405 -0.0129
C -4.30033 0.35388 0.48216 0.0448 -0.0794 -0.0069
C -5.36318 -0.29790 -0.11730 0.0242 0.0207 -0.0628
F -5.29632 -0.66108 -1.40428 -0.0539 -0.0553 0.0365
C -6.53976 -0.58384 0.55528 0.0249 0.0503 0.0585
F -7.54511 -1.21245 -0.05943 -0.0090 -0.0075 0.0085
C -6.67664 -0.19782 1.87831 0.1292 0.0307 -0.0942
F -7.80413 -0.45635 2.53815 -0.0358 -0.0134 0.0209
C -5.64326 0.47774 2.50524 -0.0112 -0.0037 -0.0452
F -5.78117 0.87463 3.77345 -0.0117 -0.0028 0.0079
C -4.48464 0.74486 1.79675 -0.0160 0.0188 -0.0080
F -3.52393 1.43703 2.42336 -0.0090 -0.0020 0.0489
C 1.83055 2.94878 1.11609 0.0075 -0.0975 0.0350
C 1.46702 1.90932 0.10085 0.0525 0.0650 -0.1617
O 1.23029 2.05026 -1.05757 0.0218 0.2015 -0.0497
H 1.89180 3.93174 0.65053 -0.0211 0.0056 -0.0206
H 2.78178 2.66072 1.56357 0.0169 0.0076 -0.0117
H 1.07604 2.93884 1.90249 0.0378 -0.0178 -0.0058
F 3.38726 -3.60268 -1.69887 -0.0363 0.0296 -0.0020
C 2.11256 -3.67938 -2.06414 0.0935 -0.0890 -0.0019
F 1.73920 -4.95016 -2.11041 0.0243 0.0297 0.0420
F 1.99251 -3.16505 -3.29123 -0.0528 0.0181 0.0239
S 1.01947 -2.70091 -0.90558 0.2345 -0.1119 -0.1292
O 1.01000 -1.38219 -1.50498 -0.2293 0.3658 -0.3238
O -0.18511 -3.45210 -0.78986 -0.0860 -0.0397 -0.0646
N 1.83821 -2.43949 0.43018 -0.2561 -0.2028 0.2396
S 2.10554 -3.63952 1.46649 0.0261 0.1326 0.2220
O 2.16870 -4.89892 0.79476 0.0685 -0.1783 -0.0558
O 3.12765 -3.22416 2.36964 0.0161 0.0380 0.0102
C 0.56255 -3.72701 2.53050 0.0147 -0.0364 0.0796
F -0.16568 -2.62211 2.41840 0.0038 -0.0103 0.0193
F -0.18236 -4.77409 2.19420 -0.0133 0.0362 -0.0621
F 0.92075 -3.86584 3.81126 0.0192 -0.0171 -0.0812
```
Forces are in eV/Å.

Properties
Energy relative to the best compared isomer or geometry (same formula, charge and spin) in kcal per mole: 0.0
Charge: -1
Largest force on an atom in Eh/bohr: 0.010
Highest occupied orbital energy (spin up / spin down) in eV: -4.31 / -6.04
Energy in hartree: -8379.7121
2S+1: 6
Frontier orbital gap (spin up / spin down) in Ha: 0.22555 / 0.27551

Results of the Mulliken charge analysis, in e, for atoms 1 through 2: 1.1980 -0.5093



A molecular structure, C33H18I2N8Ni. Source: the OMol25 dataset; level of theory: ωB97M-V/def2-TZVPD.

Geometry as XYZ:
```
62
Properties=species:S:1:pos:R:3:forces:R:3
Ni -0.07363 -0.28183 0.02339 -0.2056 -0.4361 -0.2169
C 5.50812 -2.62186 2.33906 -0.0249 -0.0091 0.0493
C 4.75342 -2.85145 3.50114 0.0110 0.0187 -0.0587
C 3.39414 -2.59711 3.53486 0.0393 -0.0252 0.0005
C 2.81321 -2.10185 2.37425 -0.2083 -0.0202 0.1371
C 1.44157 -1.72697 2.05304 0.1483 -0.1935 -0.0413
N 1.37308 -1.27603 0.76517 0.0888 0.3727 0.1302
C 2.62561 -1.36169 0.23134 0.0587 -0.1657 0.1407
N 2.98885 -1.10405 -1.00136 -0.1462 0.0685 -0.1197
C 2.14223 -0.56040 -1.85207 0.1945 0.1259 -0.0121
C 2.46879 -0.36622 -3.25648 0.1403 -0.1075 0.1078
C 3.57462 -0.73351 -4.01476 0.0232 0.0220 0.0178
C 3.56071 -0.40198 -5.35645 -0.0681 0.0448 -0.0231
C 2.47228 0.28111 -5.92555 0.0663 -0.0391 0.0284
C 1.37834 0.64846 -5.16441 0.0029 0.0400 0.0212
C 1.39833 0.30961 -3.81620 -0.1847 0.0423 -0.0525
C 0.44181 0.51944 -2.74069 0.0606 0.2428 -0.1091
N -0.64536 1.24107 -2.89407 0.1989 -0.1663 0.0261
C -1.50968 1.36480 -1.91195 -0.3016 0.0654 -0.0086
N -1.53062 0.68309 -0.73103 0.1668 0.2749 0.2219
C -2.66015 1.05685 -0.05630 -0.1672 0.0856 -0.2757
N -3.13564 0.54557 1.05466 0.1341 -0.2112 0.0997
C -2.43550 -0.32671 1.74702 -0.1123 0.2451 0.1502
N -1.12139 -0.65386 1.57324 -0.0183 -0.2818 -0.1906
C -0.76053 -1.46505 2.60539 0.1138 0.0846 0.1944
N 0.45298 -1.89529 2.89583 -0.2011 0.0466 -0.0872
C -1.90649 -1.72055 3.46274 0.1393 -0.1113 -0.0011
C -2.06980 -2.51391 4.59367 0.0143 0.0463 0.0187
C -3.33140 -2.56367 5.15511 -0.0548 0.0425 -0.0329
C -4.40239 -1.83854 4.60481 0.0549 -0.0448 0.0480
C -4.23314 -1.04950 3.48364 0.0174 0.0638 0.0027
C -2.96191 -1.00403 2.92125 -0.1294 0.0501 -0.1202
C -3.37599 2.06902 -0.81969 -0.0186 -0.1254 0.2709
C -4.53472 2.79094 -0.55486 -0.0436 0.0126 -0.0443
C -4.93694 3.71078 -1.50488 0.0155 -0.0099 0.0008
C -4.20698 3.90326 -2.69003 0.0126 -0.0205 0.0121
C -3.05862 3.17921 -2.94998 -0.0568 0.0075 -0.0176
C -2.65733 2.25780 -1.98823 0.2508 -0.0545 -0.1520
N 0.91654 -0.03208 -1.58338 -0.1733 -0.3048 -0.0083
C 3.55670 -1.87484 1.23028 0.0169 0.0601 -0.2428
C 4.92059 -2.13312 1.18650 0.0147 -0.0102 -0.0013
H 6.56987 -2.83129 2.34956 -0.0019 -0.0076 0.0121
H 5.24735 -3.23411 4.38481 0.0128 -0.0007 -0.0087
H 2.80283 -2.77278 4.42336 -0.0054 0.0053 -0.0075
H 4.40862 -1.25598 -3.56574 -0.0136 -0.0061 0.0058
H 4.40123 -0.67201 -5.98249 -0.0096 0.0057 -0.0127
H 2.49486 0.51990 -6.98089 0.0063 0.0070 0.0003
H 0.53785 1.17878 -5.59170 -0.0004 -0.0104 0.0025
H -1.23923 -3.06737 5.01063 0.0013 -0.0045 -0.0187
H -3.50312 -3.17432 6.03193 -0.0082 0.0077 0.0040
H -5.37752 -1.90451 5.06968 0.0046 -0.0052 0.0077
H -5.05167 -0.48808 3.05360 0.0047 -0.0060 -0.0079
H -5.09117 2.63534 0.35956 0.0114 -0.0013 0.0016
H -5.82995 4.29803 -1.33450 -0.0011 0.0031 -0.0141
H -4.55300 4.63381 -3.40962 -0.0085 0.0017 0.0045
H -2.48954 3.31728 -3.85955 0.0054 0.0027 0.0076
H 5.49116 -1.95449 0.28512 0.0011 0.0035 0.0060
I 1.12111 2.24888 1.42931 0.1600 0.2407 0.3133
C 0.73367 3.57808 -0.16418 -0.0818 -0.0176 -0.0780
I 2.23733 3.60266 -1.65085 0.0494 0.0001 -0.0632
H 0.64796 4.57284 0.25116 -0.0045 0.0193 -0.0216
H -0.19235 3.26442 -0.63326 0.0087 0.0368 0.0043
```
Forces are in eV/Å.

Properties
Energy relative to the best compared isomer or geometry (same formula, charge and spin) in kcal per mole: 4.0
Charge: 0
Largest force on an atom in Eh/bohr: 0.010
Highest occupied orbital energy (spin up / spin down) in eV: -6.38 / -6.38
Energy in hartree: -3810.2648
2S+1: 1
Frontier orbital gap (spin up / spin down) in Ha: 0.17918 / 0.17932

Results of the natural (NBO) charge analysis, in e, for atoms 1 through 2: 1.0140 -0.2063



- Among the records above, which one has the lowest charge?
  C33H12F21GeMnN4O5S3



- Number 2 is which compound?
  C33H18I2N8Ni



- Number 2 is which compound?
  C33H18I2N8Ni